The following is a quantum chemistry calculation of 2 unconnected molecules or ions with the total composition C3H12N3S, from the Open Molecules 2025 dataset.

Results
largest force on an atom: 8.246 eV Å⁻¹
spin multiplicity: 2
highest occupied orbital energy (alpha / beta): -19.74 / -20.03 eV
⟨S²⟩: 0.753
net charge: +2
Kohn-Sham gap (alpha / beta): 7.939 / 8.193 eV

Last column: Mulliken spin population.
Geometry (Å):
C  -1.8537  1.3711  1.3512  -0.059
S  -2.8855  -0.0856  1.2202  0.938
C  -1.8872  -1.0498  -0.0334  -0.051
H  -2.2591  2.2000  0.7643  0.056
H  -0.8153  1.1952  1.0329  0.015
H  -1.8175  1.6943  2.3943  0.025
H  -1.9823  -2.1264  0.1007  0.002
H  -2.2874  -0.8054  -1.0105  0.042
H  -0.8787  -0.6220  0.1153  0.032
N  0.7450  -1.0789  -1.5075  0.000
C  1.0992  0.1645  -0.4779  -0.001
N  2.1140  0.8605  -1.1203  0.001
N  1.5467  -0.0721  0.8935  0.000
H  1.7136  -1.2345  -1.7893  0.000
H  0.5640  -1.8072  -0.7991  0.000
H  2.8577  0.1469  -1.0200  0.000
H  1.9293  0.8892  -2.1255  0.000
H  2.4526  -0.4984  0.7193  0.000
H  1.6446  0.8586  1.2919  0.000

---

The following is a quantum chemistry calculation of 2 unconnected molecules or ions with the total composition C3H12N4, from the Open Molecules 2025 dataset.

Results
largest force on an atom: 2.456 eV Å⁻¹
spin multiplicity: 1
highest occupied orbital energy (alpha / beta): -7.56 / -7.56 eV
Kohn-Sham gap (alpha / beta): 8.625 / 8.623 eV

Last column: Löwdin charge in e.
Geometry (Å):
C  2.1455  -0.7990  1.0782  -0.106
N  -0.1484  -1.5875  -1.4411  0.013
N  0.6446  -0.7763  -0.7045  -0.092
N  0.9192  -1.3290  0.4994  -0.162
H  -0.0137  -1.4425  -2.4319  0.099
H  -0.8872  -2.0647  -0.9224  0.093
H  2.1862  0.2936  1.0547  0.054
H  2.9992  -1.1803  0.5197  0.071
H  2.2037  -1.1240  2.1159  0.077
C  -0.1612  1.8772  0.1676  -0.169
C  -2.0122  0.5023  -0.3528  -0.181
N  -0.6245  0.5138  0.0406  -0.212
H  0.0849  -1.1226  1.0960  0.117
H  0.8650  1.8985  0.5357  0.049
H  -0.7584  2.4387  0.9021  0.077
H  -2.1995  1.1239  -1.2445  0.070
H  -2.6715  0.8666  0.4487  0.082
H  -2.3602  -0.5126  -0.5732  0.050
H  -0.2116  2.4238  -0.7882  0.072

---

The following is a quantum chemistry calculation of a molecular structure, C3H12N6O3Tl, from the Open Molecules 2025 dataset.

Results
largest force on an atom: 6.786 eV Å⁻¹
spin multiplicity: 1
highest occupied orbital energy: -17.25 eV
net charge: +3
Kohn-Sham gap: 1.236 eV

Last column: Löwdin charge in e.
Geometry (Å):
Tl  -0.2896  1.6922  0.8960  0.988
C  0.2687  -4.3022  -1.6366  -0.705
O  0.2199  -3.2710  -1.0478  0.180
N  0.8341  -5.3794  -1.2767  0.276
N  -0.4604  -4.5143  -2.7411  0.303
H  0.8569  -6.1151  -1.9683  0.155
H  1.3811  -5.3905  -0.4277  0.167
H  -0.5228  -5.3980  -3.2262  0.155
H  -1.0021  -3.7061  -3.0123  0.154
C  5.4168  0.0885  -1.9710  -0.704
O  4.3570  0.5193  -1.5392  0.207
N  6.4290  -0.1727  -1.2526  0.249
N  5.5947  -0.2376  -3.2088  0.263
H  7.1413  -0.7137  -1.7218  0.152
H  6.3113  -0.0835  -0.2535  0.160
H  6.5224  -0.4744  -3.5303  0.156
H  4.7606  -0.1095  -3.7637  0.155
C  -5.6448  4.3161  3.8234  -0.725
O  -4.7820  3.5873  3.3978  0.241
N  -5.6350  4.9397  4.9411  0.255
N  -6.6096  4.6638  3.1040  0.278
H  -4.9230  4.7790  5.6393  0.158
H  -6.3250  5.6544  5.1231  0.152
H  -7.3573  5.1920  3.5306  0.163
H  -6.5419  4.4357  2.1224  0.167

---

The following is a quantum chemistry calculation of 2 unconnected molecules or ions with the total composition C3H12NO, from the Open Molecules 2025 dataset.

Results
largest force on an atom: 2.548 eV Å⁻¹
spin multiplicity: 2
highest occupied orbital energy (alpha / beta): -2.98 / -11.72 eV
⟨S²⟩: 0.750
Kohn-Sham gap (alpha / beta): 3.934 / 12.325 eV

Last column: Mulliken spin population.
Geometry (Å):
C  0.4232  -1.4796  1.1133  0.424
C  -0.4662  -0.3299  0.7924  0.581
N  -0.5223  0.0310  -0.6741  0.219
C  -1.5724  0.9946  -0.9907  0.739
H  1.4275  -1.4681  0.7082  -0.086
H  0.6767  -1.3242  2.2052  -0.018
H  -0.0487  -2.4546  1.0101  -0.098
H  -1.5265  -0.4607  1.1559  -0.100
H  0.0201  0.5922  1.2594  -0.200
H  -0.6683  -0.9000  -1.1267  -0.558
H  0.3471  0.2767  -1.1387  0.149
H  -1.6310  2.0047  -0.5786  0.033
H  -2.5167  0.6083  -0.5926  -0.106
H  -1.6811  1.1833  -2.0701  -0.155
H  3.1298  0.6162  0.0958  -0.039
H  2.2094  1.5297  -0.6688  -0.023
O  2.3996  0.5803  -0.5000  0.238

---

The following is a quantum chemistry calculation of 2 unconnected molecules or ions with the total composition C3H12NO, from the Open Molecules 2025 dataset.

Results
largest force on an atom: 0.950 eV Å⁻¹
spin multiplicity: 2
highest occupied orbital energy (alpha / beta): -3.27 / -10.75 eV
⟨S²⟩: 0.751
Kohn-Sham gap (alpha / beta): 4.254 / 11.450 eV

Last column: Mulliken spin population.
Geometry (Å):
C  -2.5709  -0.8154  -0.2215  0.254
O  -1.4436  -1.1746  -1.0061  -0.003
H  -1.6624  -0.9528  -1.9155  -0.002
H  -2.4814  -1.4702  0.6649  -0.013
H  -3.5060  -1.0563  -0.7359  0.017
H  -2.5871  0.2623  -0.0400  -0.050
C  1.9651  0.6107  0.5638  0.390
C  1.0056  1.3916  1.4807  0.019
N  1.2738  0.0210  -0.6750  1.277
H  2.7921  1.2730  0.2828  0.026
H  2.4151  -0.2158  1.1106  -0.024
H  1.3033  1.2840  2.5233  -0.015
H  -0.0555  1.1402  1.4614  -0.010
H  2.0161  -0.1787  -1.3946  -0.617
H  0.7811  -0.8594  -0.4276  -0.039
H  0.4686  0.5557  -1.1019  -0.139
H  1.1259  2.4618  1.2509  -0.072

---

The following is a quantum chemistry calculation of 2 unconnected molecules or ions with the total composition C3H12NO, from the Open Molecules 2025 dataset.

Results
largest force on an atom: 1.966 eV Å⁻¹
spin multiplicity: 1
highest occupied orbital energy: -13.17 eV
net charge: +1
Kohn-Sham gap: 9.350 eV

Last column: Löwdin charge in e.
Geometry (Å):
C  -1.9237  -2.0321  -1.9559  -0.169
O  -0.8490  -2.4360  -1.1358  -0.140
H  -1.8471  -2.6294  -2.8801  0.087
H  -2.8638  -2.3201  -1.4798  0.081
H  -1.9755  -0.9502  -2.1978  0.076
H  -0.0540  -2.5932  -1.6564  0.076
C  -0.1555  0.9142  0.3133  -0.075
C  0.5681  1.4909  1.5168  -0.169
N  2.0827  1.2448  1.3842  0.192
H  -1.2398  0.8661  0.5022  0.104
H  -0.0151  1.4657  -0.6447  0.103
H  0.2070  -0.1051  0.1745  0.068
H  0.4804  2.5775  1.5509  0.128
H  0.2514  1.0410  2.4704  0.139
H  2.2503  0.2315  1.3527  0.174
H  2.6408  1.6421  2.1510  0.180
H  2.4428  1.5922  0.5344  0.143